The following is a DFT calculation (the ωB97M-V functional and the def2-TZVPD basis) of a 2-piece molecular cluster, C4H12NOP overall.

Last column: Mulliken charge in e.
Atoms and positions in Å:
C -2.495 0.071 -0.876  -0.822
C 1.693 0.349 -1.340  -0.938
C 2.354 -0.195 1.391  -1.063
C -2.053 0.589 0.547  -0.365
N -1.380 -0.319 1.342  -0.432
O 1.489 -2.242 -0.325  -0.621
P 1.300 -0.841 -0.049  0.630
H -3.116 -0.775 -0.587  0.277
H -2.917 0.780 -1.602  0.338
H -1.526 -0.214 -1.340  0.145
H 0.974 0.218 -2.210  0.307
H 1.443 1.353 -1.012  0.319
H 2.749 0.183 -1.564  0.357
H 3.095 -0.897 1.394  0.350
H 2.740 0.834 1.372  0.343
H 1.656 -0.108 2.180  0.341
H -1.434 1.505 0.359  0.234
H -2.886 1.006 1.072  0.354
H -1.685 -1.296 1.247  0.243

Force components x, y, z for each atom (eV/Å):
1.45 0.07 1.10
-1.67 -0.27 -1.48
-2.45 2.00 -1.69
0.19 1.94 -3.08
1.56 -1.02 1.06
0.53 -2.81 -0.73
-0.44 3.95 2.09
-0.18 -0.24 -1.04
-0.41 -0.09 0.76
-0.72 -0.50 0.16
1.31 -0.24 0.64
0.47 0.13 0.42
-0.13 0.34 -0.39
2.06 -1.89 0.93
0.07 -0.33 -0.90
-0.38 -0.87 1.39
-0.09 -0.63 0.44
-1.03 0.09 0.66
-0.13 0.39 -0.37

Properties
E_HOMO (spin up / spin down) ... -0.353 / -0.289 Ha
LUMO (spin up / spin down) ... -0.439 / -0.260 eV
Total charge ... 0
Calculated total energy ... -630.83430 hartree
Multiplicity ... 1

=====

The following is a DFT calculation (the ωB97M-V functional and the def2-TZVPD basis) of C15H39F6NO11S2V as an isolated structure.

Last column: Mulliken charge in e.
Atoms and positions in Å:
V -0.996 2.575 -1.584  1.144
C 0.208 -0.046 -0.340  -0.066
O -0.734 0.974 -0.113  -0.291
H 0.400 -0.196 -1.406  0.306
H 1.158 0.114 0.179  0.141
H -0.214 -0.991 0.024  -0.214
C 1.025 5.537 -3.955  0.680
F 2.173 4.931 -4.134  -0.177
F 1.035 6.135 -2.774  -0.217
F 0.829 6.452 -4.891  -0.210
S -0.426 4.257 -3.982  1.077
O -1.346 4.667 -2.947  -0.651
O -0.968 4.161 -5.331  -0.563
N 0.152 2.834 -3.290  -0.405
S 0.971 2.020 -4.391  0.865
O 0.376 0.744 -4.695  -0.636
O 1.466 2.772 -5.525  -0.561
C 2.549 1.601 -3.459  0.602
F 3.081 2.710 -2.935  -0.233
F 2.305 0.759 -2.460  -0.171
F 3.390 1.053 -4.313  -0.203
C 0.460 0.243 4.735  -1.163
C 0.545 0.834 3.339  0.140
O -0.787 0.974 2.851  -0.524
H -0.003 -0.745 4.710  0.153
H -0.205 0.829 5.371  0.332
H 1.431 0.168 5.226  0.374
H 1.083 0.190 2.636  0.077
H 1.055 1.802 3.334  0.306
H -0.729 1.018 1.885  0.033
C -4.396 -1.883 2.035  -1.342
C -3.256 -0.896 1.937  0.532
O -3.151 -0.452 0.585  -0.574
H -4.102 -2.788 1.504  0.257
H -5.262 -1.382 1.602  0.376
H -4.632 -2.157 3.063  0.368
H -2.278 -1.327 2.165  -0.197
H -3.369 -0.052 2.625  0.271
H -2.261 -0.116 0.406  0.168
C 0.893 -3.713 -1.935  -0.507
C 1.643 -5.044 -1.785  -0.332
O 2.277 -5.026 -0.510  -0.526
H 0.357 -3.625 -2.882  0.409
H 1.505 -2.822 -1.795  0.047
H 0.077 -3.646 -1.211  -0.020
H 2.351 -5.222 -2.598  0.322
H 0.920 -5.864 -1.802  0.303
H 2.391 -5.948 -0.260  0.303
C -4.831 2.160 0.038  -1.165
C -3.572 2.900 0.367  0.504
O -2.931 3.359 -0.841  -0.419
H -4.741 1.446 -0.780  0.299
H -5.680 2.820 -0.154  0.445
H -5.140 1.532 0.876  0.263
H -2.868 2.273 0.917  -0.245
H -3.742 3.724 1.064  0.251
H -3.562 3.859 -1.370  0.255
C -1.111 -3.957 1.737  -0.976
C -0.731 -3.387 3.090  0.073
O -0.208 -4.504 3.816  -0.568
H -1.278 -3.162 1.010  0.173
H -1.973 -4.616 1.847  0.314
H -0.317 -4.606 1.366  0.317
H -1.592 -2.966 3.618  0.296
H 0.018 -2.593 3.014  0.054
H -0.040 -4.192 4.712  0.304
C 5.228 -0.287 -0.451  -1.010
C 4.653 0.614 0.644  0.052
O 5.678 1.531 0.994  -0.574
H 5.871 -0.996 0.073  0.338
H 5.831 0.257 -1.176  0.318
H 4.446 -0.825 -0.987  0.212
H 4.324 0.039 1.513  0.271
H 3.789 1.206 0.319  0.124
H 5.492 1.956 1.835  0.291

Force components x, y, z for each atom (eV/Å):
-0.66 -0.67 1.86
-0.31 -0.42 -0.11
-0.41 2.04 -1.43
0.14 -0.03 0.03
0.06 0.12 -0.04
0.16 -0.12 0.06
-0.24 -0.07 -0.09
0.12 0.06 -0.08
-0.23 -0.14 0.20
-0.18 -0.41 0.04
-0.96 -0.07 -1.69
-0.20 -0.03 1.14
1.32 0.10 2.25
-0.34 1.90 -1.42
2.51 -3.19 -2.59
-0.12 0.76 0.86
-0.77 0.20 1.38
-0.58 0.50 0.02
0.10 -0.11 -0.12
-0.02 -0.17 0.05
0.07 -0.02 0.04
-0.15 -0.11 0.02
-0.40 -0.12 -0.07
0.10 0.09 0.00
0.17 -0.09 -0.17
0.13 0.28 -0.10
0.04 0.01 -0.08
0.25 -0.18 0.26
0.02 0.06 0.17
-0.17 0.13 -0.26
0.42 0.30 0.05
0.95 0.09 -0.13
-0.56 0.02 -0.18
-0.40 0.01 -0.22
-0.17 -0.41 -0.15
0.09 0.10 0.07
-0.21 -0.27 0.47
-0.19 0.09 -0.04
0.07 0.25 0.05
-0.59 -0.25 -0.08
-0.75 0.72 0.13
0.15 -0.26 -0.11
0.40 -0.12 -0.25
0.30 -0.18 -0.08
0.22 -0.16 0.32
0.16 0.18 0.04
-0.09 0.03 -0.16
0.19 0.10 0.21
-0.95 -0.51 0.36
-0.05 -0.41 0.73
0.85 -0.21 0.05
0.35 0.18 -0.10
0.13 0.16 -0.18
0.14 0.14 0.15
0.17 -0.23 -0.54
-0.15 0.32 -0.40
0.12 0.03 -0.12
0.07 0.04 0.07
0.14 -0.59 -0.17
0.00 0.40 0.43
-0.27 -0.12 -0.06
-0.22 0.27 -0.11
0.25 0.25 0.04
-0.11 -0.02 -0.08
0.08 -0.02 -0.15
0.08 -0.22 0.03
-0.29 -0.08 0.73
-0.10 0.52 -0.46
0.52 0.05 0.17
0.10 -0.17 -0.35
-0.09 0.23 0.11
-0.02 -0.07 0.10
0.10 -0.20 -0.04
-0.13 -0.23 -0.29
-0.15 -0.06 0.01

Properties
E_HOMO (spin up / spin down) ... -0.353 / -0.361 Ha
Expectation value of S² ... 3.76
LUMO (spin up / spin down) ... -0.694 / -0.902 eV
Total charge ... 0
Calculated total energy ... -3816.76747 hartree
Multiplicity ... 4

=====

The following is a DFT calculation (the ωB97M-V functional and the def2-TZVPD basis) of one molecule with the formula C22H17Cl2NO4S.

Last column: Mulliken charge in e.
Atoms and positions in Å:
O -0.769 0.183 -0.465  -0.214
C -0.787 -0.890 0.103  0.583
C -0.002 -1.097 1.385  -0.989
C 0.603 0.248 1.841  -0.011
N 1.625 0.738 0.963  0.139
C 2.864 0.181 0.843  0.565
C 3.418 -0.681 1.796  -0.450
C 4.701 -1.171 1.656  -0.835
C 5.479 -0.833 0.565  -0.507
C 4.949 0.015 -0.397  0.292
Cl 5.902 0.442 -1.770  -0.210
C 3.664 0.514 -0.266  0.307
Cl 3.020 1.561 -1.487  -0.261
C -0.547 1.251 1.953  -0.176
O -1.633 0.953 2.373  -0.651
O -0.190 2.479 1.587  -0.335
C -1.210 3.470 1.650  -0.761
C -2.273 3.305 0.555  0.560
O -3.442 3.516 0.791  -0.624
C -1.787 2.914 -0.752  0.344
C -2.558 2.443 -1.790  -0.439
C -1.808 2.137 -2.932  -0.639
C -0.477 2.392 -2.763  -0.269
S -0.117 2.989 -1.208  -0.140
C -1.583 -2.022 -0.409  0.446
C -1.495 -3.317 0.102  -0.279
C -2.279 -4.324 -0.427  -0.848
C -3.162 -4.055 -1.462  -0.356
C -3.258 -2.772 -1.976  -0.654
C -2.471 -1.764 -1.456  -0.320
H 0.797 -1.821 1.213  0.756
H -0.673 -1.477 2.156  0.537
H 1.012 0.135 2.853  0.418
H 1.280 1.218 0.142  -0.291
H 2.840 -0.962 2.662  0.304
H 5.102 -1.831 2.410  0.376
H 6.480 -1.214 0.449  0.427
H -1.716 3.437 2.620  0.375
H -0.699 4.427 1.520  0.403
H -3.622 2.317 -1.698  0.530
H -2.227 1.748 -3.843  0.470
H 0.316 2.255 -3.472  0.472
H -0.810 -3.546 0.904  0.371
H -2.205 -5.326 -0.031  0.392
H -3.775 -4.847 -1.866  0.395
H -3.945 -2.561 -2.781  0.406
H -2.530 -0.756 -1.839  0.393

Force components x, y, z for each atom (eV/Å):
-0.05 -0.34 0.10
0.24 -0.05 0.20
0.07 0.56 0.16
-0.19 -0.31 -0.08
-0.08 0.31 -0.25
0.27 -0.05 0.04
-0.18 0.04 0.00
0.06 0.04 -0.15
0.03 0.01 -0.02
-0.06 -0.06 0.12
0.14 -0.04 -0.03
0.05 -0.01 -0.10
-0.01 0.01 0.02
0.16 -0.33 0.29
0.01 0.06 -0.03
0.26 0.23 0.05
-0.60 0.21 0.40
0.01 0.08 0.59
0.17 0.02 0.02
0.19 -0.16 -0.95
0.15 0.22 0.56
0.20 -0.02 -0.20
0.06 0.16 0.26
-0.55 0.07 -0.39
-0.39 -0.28 -0.43
0.05 0.28 -0.03
-0.06 -0.15 -0.02
0.04 -0.03 0.05
-0.02 0.00 -0.03
0.12 0.06 0.12
0.00 -0.06 0.05
0.04 -0.11 -0.02
-0.12 0.04 -0.10
0.01 -0.08 0.12
-0.09 -0.03 0.10
0.03 -0.06 0.07
0.10 -0.02 -0.04
0.07 0.06 -0.21
-0.03 -0.09 0.02
-0.19 0.00 0.06
-0.04 -0.06 -0.16
0.14 -0.04 -0.17
0.07 -0.01 0.10
0.01 -0.07 0.03
-0.05 -0.07 -0.03
-0.06 0.02 -0.06
0.01 0.08 -0.03

Properties
E_HOMO ... -0.302 Ha
SMILES ... O=C(C[C@@H](Nc1cccc(Cl)c1Cl)C(=O)OCC(=O)c1cccs1)c1ccccc1
LUMO ... -0.027 eV
Total charge ... 0
Calculated total energy ... -2522.86322 hartree
Multiplicity ... 1

=====

The following is a DFT calculation (the ωB97M-V functional and the def2-TZVPD basis) of C3HI3O3 as an isolated structure.

Last column: Mulliken charge in e.
Atoms and positions in Å:
C 1.107 2.190 1.209  0.680
C -0.009 -0.883 -0.788  -0.937
C -1.004 -0.916 0.253  0.431
O 1.604 2.653 2.142  -0.355
O 0.637 1.576 0.344  -0.321
O -1.005 -1.471 1.285  -0.391
I 1.958 -1.312 -0.143  0.170
I -0.520 -2.122 -2.530  0.198
I -2.777 0.105 -0.441  0.045
H 0.008 0.181 -1.332  0.480

Force components x, y, z for each atom (eV/Å):
0.17 -1.09 0.52
1.71 2.34 -3.61
-1.72 -0.25 0.13
0.01 0.64 -0.09
-0.21 0.85 -0.23
0.33 -0.17 0.72
0.14 -0.21 0.14
-0.02 0.14 0.71
-0.38 0.29 0.13
-0.02 -2.55 1.57

Properties
E_HOMO ... -0.348 Ha
LUMO ... -0.990 eV
Total charge ... 0
Calculated total energy ... -1233.72907 hartree
Multiplicity ... 1

=====

Record-wise relative energy (zero: lowest compared OMol25 entry of this formula, charge and spin) values, in kcal per mole: 116.9, 0.0, 1.0, 0.0